# C48H68F2N10O20

A 12-piece molecular cluster, C48H68F2N10O20 overall at a distorted geometry (ωB97M-V/def2-TZVPD, the OMol25 dataset).

Its HOMO-LUMO gap is 7.9 eV. As for the HOMO energy: -9.149 eV.

```
148
Properties=species:S:1:pos:R:3:forces:R:3
O 0.888264 -3.085209 -1.778761 0.3 -1.0 -1.2
N 1.554203 -3.730006 -2.602863 -1.3 0.7 -0.1
O 2.760413 -3.734840 -2.595957 0.4 -0.4 -0.2
C 0.841795 -4.462277 -3.739194 1.6 -1.9 -0.3
C 1.513357 -5.467033 -4.506268 -1.6 1.8 0.8
C 0.753102 -6.040545 -5.549987 2.7 -0.6 0.1
C -0.522869 -5.665748 -5.883267 -1.3 0.9 1.6
C -1.199636 -4.727761 -5.028334 2.2 -1.6 -1.5
C -0.479440 -4.203717 -3.995458 -0.5 2.2 1.5
H 2.546341 -5.720586 -4.303159 -0.1 -0.1 -0.1
H 1.368862 -6.772685 -6.116329 -1.1 0.4 0.1
H -1.045830 -6.146995 -6.686849 -0.1 0.0 -0.4
H -2.161976 -4.344431 -5.213691 -1.1 0.1 -0.3
H -0.924295 -3.410131 -3.382577 0.0 -0.4 -0.2
O -6.925042 -0.177773 -2.115482 1.5 -0.8 0.2
N -6.492894 -1.334496 -2.159036 -2.8 0.0 -0.3
O -7.263815 -2.257861 -2.415599 1.2 0.0 0.2
C -5.076184 -1.638075 -1.893555 -1.1 -0.5 -1.0
C -4.577084 -2.932344 -2.033415 0.3 0.1 0.3
C -3.171925 -3.085904 -1.876028 -1.7 -1.1 -0.4
C -2.399059 -1.979479 -1.625834 0.9 0.7 0.7
C -2.966095 -0.708801 -1.454273 0.1 -2.0 -0.4
C -4.315883 -0.545118 -1.641943 1.5 1.3 1.2
H -5.277130 -3.770324 -2.208719 0.6 0.6 0.0
H -2.790555 -4.116974 -1.945507 0.1 0.7 0.1
H -1.312244 -2.025436 -1.460051 -0.6 -0.4 -0.2
H -2.284024 0.032263 -1.138766 0.2 0.9 0.0
H -4.677296 0.439987 -1.404990 -0.7 0.0 -0.5
O -5.275408 1.296234 -6.356609 0.1 0.5 -0.7
N -4.698044 0.442754 -5.729102 -1.8 -0.3 0.9
O -5.225742 -0.635569 -5.458505 0.9 0.3 -0.2
C -3.409042 0.787761 -5.143176 -0.2 -0.7 -0.9
C -2.742868 -0.241024 -4.562152 0.9 -0.8 1.2
C -1.466193 0.014829 -4.029737 -0.1 -0.6 -0.2
C -0.882421 1.265145 -4.173555 -1.3 0.1 -0.3
C -1.639294 2.275567 -4.807045 0.9 -0.2 0.7
C -2.903881 2.058704 -5.305256 0.2 -0.2 0.3
H -3.254697 -1.208778 -4.423814 0.5 0.6 -0.2
H -0.986773 -0.807606 -3.494368 0.1 0.4 -0.2
H 0.067800 1.528999 -3.729652 0.0 -0.2 -0.1
H -1.184973 3.242337 -4.749441 -0.2 0.6 -0.4
H -3.547227 2.788971 -5.750200 0.1 0.5 -0.2
O -3.505932 -1.632132 6.962683 0.6 0.2 -0.1
N -2.356538 -1.638715 6.548095 -0.7 0.2 -0.6
O -1.480644 -2.350435 6.982542 0.4 0.2 -0.1
C -2.057951 -0.757016 5.359306 -1.6 -0.2 0.1
C -3.056515 0.079415 4.883122 0.2 1.1 0.2
C -2.749555 0.966107 3.828965 -0.8 -0.5 0.5
C -1.539450 0.816010 3.164209 -0.1 1.4 -0.6
C -0.667077 -0.167460 3.533750 0.3 -0.4 0.4
C -0.901071 -0.908843 4.664313 0.1 0.0 0.1
H -3.982380 0.133693 5.439145 -0.1 0.0 -0.2
H -3.490053 1.732452 3.528344 0.6 -0.6 0.3
H -1.169022 1.541035 2.427660 -0.7 -0.4 0.0
H 0.244454 -0.319127 3.003096 0.4 -0.1 -0.3
H -0.189821 -1.547741 5.075923 1.2 -1.2 0.3
O -0.450937 -0.144980 -0.089870 0.0 -0.4 -0.1
C 0.658657 -0.288097 -0.515404 -0.9 0.8 0.4
O 1.075449 0.076353 -1.709326 2.0 -0.4 -0.8
C 2.579292 -0.247458 -1.762089 -1.8 2.0 0.3
C 2.847406 -0.290781 -0.270428 0.8 -0.2 -0.9
F 2.994887 0.973198 0.239670 0.5 0.4 -0.1
O 1.662753 -0.740007 0.249572 0.0 -1.1 1.1
H 2.670254 -1.157369 -2.273730 0.2 -1.5 -0.3
H 3.094302 0.518147 -2.338971 -0.2 0.2 0.4
H 3.712146 -0.896589 0.022801 -0.5 0.1 0.2
O 3.112403 6.353123 -1.888912 1.9 -1.9 0.0
C 3.760621 5.347771 -1.690331 -0.7 0.2 -1.7
O 3.610567 4.554458 -0.645544 -0.5 0.5 1.4
C 4.650738 3.580541 -0.528659 0.2 0.6 -1.2
C 4.983306 3.431914 -2.017801 0.8 0.4 0.7
F 4.155667 2.497058 -2.520472 -1.1 -0.5 -0.8
O 4.682463 4.701428 -2.592519 -0.8 0.5 1.5
H 5.464214 4.005152 0.070706 -0.2 -0.4 0.0
H 4.216589 2.667113 -0.148803 0.2 0.0 0.2
H 5.983347 3.069883 -2.254897 0.1 0.6 0.0
C 2.010025 -4.194226 4.429370 -2.0 -0.2 -0.4
N 2.951529 -3.162866 4.202551 0.5 -0.2 1.0
C 3.974700 -2.954717 5.216517 -0.8 0.6 0.3
C 3.087472 -2.536829 3.055054 0.0 0.5 -1.1
O 3.886205 -1.629322 2.875242 0.4 0.5 -0.5
H 2.455619 -5.172605 4.500941 0.2 -0.4 0.2
H 1.264617 -4.214822 3.618268 0.4 -0.1 0.0
H 1.388137 -3.973319 5.307481 0.4 -0.2 0.1
H 4.832569 -3.568452 4.964660 0.2 -0.3 0.5
H 4.293124 -1.916916 5.128999 0.0 0.0 0.3
H 3.500636 -3.151346 6.206210 0.8 0.0 -0.7
H 2.463595 -2.900581 2.227076 -0.4 0.0 0.1
C 1.796716 1.595674 2.969953 0.6 1.0 0.4
N 2.910334 2.550853 3.035254 -0.8 1.2 1.2
C 2.594432 3.961881 3.373582 -0.3 0.1 -0.1
C 4.172228 2.141661 2.907485 1.7 -0.6 -1.1
O 5.218695 2.804035 2.915120 -1.4 -0.3 0.2
H 2.133299 0.575941 2.916708 0.6 -0.3 -0.1
H 1.287460 1.852333 2.062198 -1.0 -0.2 -0.3
H 1.165712 1.672287 3.865738 0.1 0.3 -0.4
H 2.093792 4.505715 2.557034 -0.1 -0.6 0.0
H 1.950440 4.114081 4.279353 0.6 -0.7 -0.7
H 3.520916 4.508293 3.507533 0.3 -0.2 0.2
H 4.201206 1.057748 2.627668 0.0 0.4 0.5
C -3.882251 -1.736073 1.751087 0.1 2.6 0.6
N -3.290530 -2.974844 1.843124 1.0 -2.5 0.3
C -4.214119 -4.060118 2.072805 0.4 -0.1 0.0
C -1.965363 -3.209825 1.715746 0.2 -0.3 0.2
O -1.397410 -4.290323 1.831802 -0.4 0.4 -0.1
H -3.147874 -0.965019 1.499112 0.1 -0.1 0.3
H -4.334381 -1.480095 2.738534 -0.2 0.1 -0.9
H -4.548622 -1.718852 0.915185 -1.1 0.1 -0.3
H -4.878831 -4.143346 1.200904 0.1 -0.3 0.4
H -3.591937 -4.917267 2.252575 0.0 -0.8 -0.4
H -4.772498 -3.924585 2.997766 -0.3 0.3 -0.1
H -1.412548 -2.290592 1.501374 0.1 0.3 -0.1
C -3.477489 1.874028 0.560590 1.3 0.0 -0.1
N -3.477314 2.715403 -0.588248 -0.4 0.8 -1.8
C -4.687354 3.548720 -0.753248 1.0 -1.0 -0.2
C -2.423078 2.948950 -1.469212 -1.5 -0.9 2.2
O -2.484112 3.805700 -2.304762 0.2 0.9 -1.1
H -3.334190 2.493847 1.449711 -0.3 -0.3 0.2
H -2.640573 1.218415 0.461354 1.0 -0.2 0.3
H -4.286402 1.161459 0.602690 -0.9 0.3 0.2
H -4.377392 4.546159 -0.972991 0.0 0.6 -0.8
H -5.364130 3.106712 -1.517361 0.2 0.5 0.7
H -5.080849 3.620784 0.238261 -1.0 -0.2 0.4
H -1.555072 2.313052 -1.300328 0.2 -0.3 0.1
C 6.583696 0.012656 0.900424 1.1 1.3 -1.3
N 6.456734 -1.070213 -0.025973 -0.4 -0.5 -0.5
C 6.558264 -2.374328 0.606363 -1.7 -0.5 -2.1
C 5.879173 -0.889345 -1.242497 0.4 -0.8 0.4
O 5.731572 0.197473 -1.749654 -0.4 0.8 -0.5
H 5.868695 -0.096119 1.629030 -1.6 -0.5 2.2
H 6.382449 0.987527 0.481260 0.0 0.1 -0.7
H 7.567389 0.088704 1.327106 0.5 -0.3 0.3
H 7.475483 -2.435326 1.098629 1.4 -0.1 1.1
H 5.689841 -2.543400 1.273358 0.6 -0.1 -0.2
H 6.614154 -3.107982 -0.232286 -0.3 0.2 0.8
H 5.519010 -1.815599 -1.777851 0.5 0.3 0.6
C 0.154448 6.564987 -0.209541 -0.1 -0.2 -1.0
N -0.648941 5.521183 0.351396 -0.3 -1.1 1.2
C -1.978284 5.881675 0.670169 -2.0 1.2 0.9
C -0.199832 4.278783 0.589045 1.9 -0.5 0.3
O -0.773996 3.254685 0.951112 -0.6 1.0 0.0
H 1.047298 6.111261 -0.606710 0.5 0.2 0.0
H 0.382565 7.335973 0.515475 0.1 0.2 0.1
H -0.397791 6.987889 -1.073361 0.3 0.0 0.5
H -2.064239 6.897686 1.129608 0.6 -0.6 -0.2
H -2.527233 5.981990 -0.247616 -0.7 -0.2 -0.5
H -2.541583 5.246603 1.387676 0.8 -0.2 -0.7
H 0.915126 4.222324 0.510730 -0.4 0.2 -0.5
```
Positions in Å, forces in eV/Å.

Here are the Löwdin charges for atoms 1 to 99, given in e: number 1, O, carries 0.06; number 2, N, carries -0.31; number 3, O, carries 0.08; number 4, C, carries -0.10; number 5, C, carries 0.02; number 6, C, carries -0.09; number 7, C, carries -0.04; number 8, C, carries -0.03; number 9, C, carries -0.05; number 10, H, carries 0.11; number 11, H, carries 0.12; number 12, H, carries 0.10; number 13, H, carries 0.10; number 14, H, carries 0.09; number 15, O, carries 0.06; number 16, N, carries -0.32; number 17, O, carries 0.06; number 18, C, carries -0.17; number 19, C, carries 0.02; number 20, C, carries -0.06; number 21, C, carries -0.10; number 22, C, carries -0.08; number 23, C, carries -0.02; number 24, H, carries 0.13; number 25, H, carries 0.12; number 26, H, carries 0.09; number 27, H, carries 0.06; number 28, H, carries 0.11; number 29, O, carries 0.09; number 30, N, carries -0.34; number 31, O, carries 0.05; number 32, C, carries -0.17; number 33, C, carries -0.01; number 34, C, carries -0.06; number 35, C, carries -0.05; number 36, C, carries -0.06; number 37, C, carries 0.01; number 38, H, carries 0.12; number 39, H, carries 0.09; number 40, H, carries 0.10; number 41, H, carries 0.10; number 42, H, carries 0.12; number 43, O, carries 0.07; number 44, N, carries -0.34; number 45, O, carries 0.08; number 46, C, carries -0.13; number 47, C, carries 0.00; number 48, C, carries -0.05; number 49, C, carries -0.08; number 50, C, carries -0.09; number 51, C, carries -0.01; number 52, H, carries 0.12; number 53, H, carries 0.11; number 54, H, carries 0.09; number 55, H, carries 0.08; number 56, H, carries 0.10; number 57, O, carries 0.13; number 58, C, carries -0.59; number 59, O, carries 0.08; number 60, C, carries 0.06; number 61, C, carries -0.30; number 62, F, carries 0.06; number 63, O, carries 0.13; number 64, H, carries 0.09; number 65, H, carries 0.12; number 66, H, carries 0.16; number 67, O, carries 0.14; number 68, C, carries -0.48; number 69, O, carries 0.05; number 70, C, carries -0.03; number 71, C, carries -0.31; number 72, F, carries 0.05; number 73, O, carries 0.11; number 74, H, carries 0.15; number 75, H, carries 0.11; number 76, H, carries 0.17; number 77, C, carries -0.06; number 78, N, carries -0.20; number 79, C, carries -0.02; number 80, C, carries -0.35; number 81, O, carries -0.03; number 82, H, carries 0.09; number 83, H, carries 0.09; number 84, H, carries 0.10; number 85, H, carries 0.10; number 86, H, carries 0.08; number 87, H, carries 0.11; number 88, H, carries 0.15; number 89, C, carries -0.05; number 90, N, carries -0.15; number 91, C, carries -0.02; number 92, C, carries -0.36; number 93, O, carries -0.02; number 94, H, carries 0.06; number 95, H, carries 0.07; number 96, H, carries 0.10; number 97, H, carries 0.07; number 98, H, carries 0.10; number 99, H, carries 0.08

=====

# C23H19Br2N2

An isolated ion of composition C23H19Br2N2 and charge +1 at a distorted geometry (ωB97M-V/def2-TZVPD, the OMol25 dataset).

Its HOMO-LUMO gap is 7.7 eV. As for the net charge: +1. As for the HOMO energy: -11.046 eV. The calculation puts the relative energy (zero: lowest compared OMol25 entry of this formula, charge and spin) at 0.0 kcal/mol.

```
46
Properties=species:S:1:pos:R:3:forces:R:3
C -0.363547 0.315365 5.582705 0.0 0.1 0.4
C -0.299635 -0.479524 4.317519 0.1 0.3 -0.9
C -0.432118 -1.873610 4.447344 0.0 -0.6 -0.6
C -0.380406 -2.721939 3.340518 -0.1 -0.1 0.7
C -0.220733 -2.121692 2.108937 0.2 -0.6 -0.1
N -0.118256 -2.691085 0.844436 0.3 0.2 -0.7
C 0.085907 -1.720632 -0.063054 -0.7 0.1 1.3
N 0.068499 -0.543116 0.563077 0.3 -1.0 0.7
C 0.339158 0.737381 -0.081132 0.6 0.8 -0.4
C -0.224385 0.670561 -1.471818 -0.5 0.3 -0.1
C -1.546610 0.645141 -1.705404 1.2 0.3 0.4
C -2.112763 0.420577 -3.014648 -0.7 0.0 -1.4
C -3.505188 0.560816 -3.188123 0.5 -0.1 0.0
C -4.106765 0.334726 -4.420773 0.3 -0.2 -0.4
C -3.321142 -0.045024 -5.525165 0.2 0.4 1.0
Br -4.145681 -0.375725 -7.187252 0.1 0.0 0.1
C -1.928392 -0.159236 -5.382287 -0.3 0.0 0.3
C -1.328397 0.069910 -4.140305 -0.7 0.0 0.0
C 1.849051 1.050092 -0.023963 -0.3 -0.3 0.0
C 2.401187 1.586923 1.141486 0.5 0.1 -0.2
C 3.781048 1.828363 1.233075 -0.3 -0.3 -0.5
C 4.602451 1.538664 0.129067 -0.6 0.2 0.0
Br 6.454701 1.925576 0.194701 -0.3 -0.1 0.1
C 4.053561 1.019880 -1.050793 -0.4 -0.1 0.5
C 2.681595 0.733066 -1.099088 0.5 0.2 0.2
C -0.080744 -0.758651 1.949810 0.0 0.3 -0.4
C -0.109281 0.101123 3.043025 -0.2 -0.2 0.5
H -0.534247 -0.392981 6.397199 0.0 0.3 0.1
H 0.566422 0.850771 5.794997 -0.1 0.0 -0.1
H -1.182389 1.040322 5.591705 0.1 -0.1 -0.1
H -0.574842 -2.284405 5.450236 0.1 0.0 -0.4
H -0.449102 -3.809387 3.412340 -0.1 0.4 0.2
H -0.135756 -3.681995 0.642482 0.0 0.2 0.0
H 0.119015 -1.824617 -1.134874 0.2 -0.2 0.1
H -0.194931 1.486618 0.509040 0.0 -0.1 0.0
H 0.488788 0.618305 -2.288669 -0.3 0.0 0.1
H -2.237991 0.829734 -0.879449 0.1 -0.2 -0.1
H -4.103081 0.848749 -2.320932 0.0 -0.1 -0.3
H -5.181814 0.430198 -4.527472 0.1 0.0 0.0
H -1.327727 -0.448232 -6.239013 -0.1 0.1 0.1
H -0.246922 -0.043765 -4.044907 -0.4 0.0 -0.1
H 1.748411 1.830159 1.984006 0.4 0.0 -0.3
H 4.199066 2.239775 2.147026 0.0 -0.1 -0.2
H 4.670725 0.829174 -1.921173 0.0 0.0 0.2
H 2.279489 0.261196 -1.993171 0.2 0.2 0.2
H 0.003771 1.172451 2.878733 -0.1 -0.3 0.4
```
Positions in Å, forces in eV/Å.

Löwdin charges in e: number 1, C, carries -0.04; number 2, C, carries -0.24; number 3, C, carries -0.01; number 4, C, carries 0.02; number 5, C, carries -0.18; number 6, N, carries 0.18; number 7, C, carries 0.03; number 8, N, carries 0.06; number 9, C, carries -0.20; number 10, C, carries -0.06; number 11, C, carries -0.03; number 12, C, carries -0.23; number 13, C, carries -0.03; number 14, C, carries -0.11; number 15, C, carries -0.68; number 16, Br, carries 0.78; number 17, C, carries -0.11; number 18, C, carries -0.02; number 19, C, carries -0.16; number 20, C, carries -0.02; number 21, C, carries -0.09; number 22, C, carries -0.68; number 23, Br, carries 0.77; number 24, C, carries -0.10; number 25, C, carries -0.03; number 26, C, carries -0.11; number 27, C, carries 0.06; number 28, H, carries 0.08; number 29, H, carries 0.09; number 30, H, carries 0.09; number 31, H, carries 0.12; number 32, H, carries 0.13; number 33, H, carries 0.18; number 34, H, carries 0.17; number 35, H, carries 0.16; number 36, H, carries 0.09; number 37, H, carries 0.13; number 38, H, carries 0.12; number 39, H, carries 0.11; number 40, H, carries 0.11; number 41, H, carries 0.11; number 42, H, carries 0.10; number 43, H, carries 0.11; number 44, H, carries 0.11; number 45, H, carries 0.10; number 46, H, carries 0.12